Entry 1:
Below is C35H33ClFeN4Si2 as an isolated structure at a distorted geometry, with properties calculated with ωB97M-V/def2-TZVPD.

Positions of all 76 atoms, in Å:
1 C 1.023 -0.742 0.797
2 C 1.292 -1.041 -0.577
3 C 1.788 0.153 -1.200
4 H 1.222 -2.015 -1.055
5 C 1.802 1.194 -0.209
6 C 1.350 0.630 1.025
7 H 1.350 1.153 1.984
8 H 0.715 -1.457 1.563
9 H 2.172 0.237 -2.209
10 H 2.160 2.209 -0.360
11 Fe -0.340 0.713 -0.751
12 Si -1.474 3.504 -5.609
13 C -2.812 3.064 -6.854
14 C -4.004 3.752 -7.166
15 H -4.328 4.592 -6.546
16 C -4.782 3.373 -8.278
17 H -5.698 3.927 -8.528
18 C -4.387 2.306 -9.107
19 H -4.982 2.012 -9.985
20 C -3.188 1.638 -8.814
21 H -2.787 0.884 -9.501
22 C -2.484 1.950 -7.646
23 H -1.643 1.324 -7.350
24 C -0.985 5.250 -5.942
25 C -0.565 5.492 -7.261
26 H -0.495 4.662 -7.965
27 C -0.244 6.786 -7.684
28 H -0.053 6.981 -8.742
29 C -0.227 7.835 -6.758
30 H 0.007 8.851 -7.095
31 C -0.561 7.579 -5.417
32 H -0.569 8.407 -4.703
33 C -0.946 6.293 -5.006
34 H -1.240 6.101 -3.974
35 H -0.269 2.874 -6.204
36 Si -1.161 1.699 -2.727
37 C 0.375 2.793 -2.943
38 C 1.301 2.444 -3.931
39 H 1.126 1.568 -4.550
40 C 2.448 3.209 -4.113
41 H 3.135 2.949 -4.919
42 C 2.686 4.284 -3.252
43 H 3.587 4.873 -3.381
44 C 1.768 4.638 -2.256
45 H 1.969 5.462 -1.572
46 C 0.585 3.914 -2.133
47 H -0.148 4.178 -1.375
48 C -1.318 0.310 -3.998
49 C -0.236 -0.557 -4.227
50 H 0.691 -0.419 -3.668
51 C -0.314 -1.611 -5.144
52 H 0.546 -2.282 -5.276
53 C -1.483 -1.774 -5.904
54 H -1.529 -2.547 -6.674
55 C -2.562 -0.897 -5.724
56 H -3.456 -0.977 -6.359
57 C -2.482 0.107 -4.754
58 H -3.339 0.754 -4.596
59 H -1.575 3.058 -4.043
60 Cl -2.894 2.393 -1.885
61 N -2.832 -2.324 0.776
62 C -2.564 -3.111 -0.342
63 C -1.763 -2.364 -1.164
64 N -1.571 -1.113 -0.597
65 C -2.229 -1.112 0.581
66 C -2.128 0.023 1.468
67 N -1.322 1.063 1.156
68 C -1.262 1.870 2.287
69 C -2.075 1.351 3.260
70 N -2.586 0.160 2.748
71 H -3.358 -2.595 1.604
72 H -2.973 -4.092 -0.488
73 H -1.286 -2.661 -2.083
74 H -0.618 2.737 2.343
75 H -2.326 1.756 4.223
76 H -3.211 -0.484 3.231

Its expectation value of S² is 6.021. The strongest force on any atom is 3.0 eV/A. Its spin multiplicity is 5. The calculation puts the relative energy (zero: lowest compared OMol25 entry of this formula, charge and spin) at 33.3 kcal/mol. The molar mass comes out at 657.15 g mol⁻¹. The frontier orbital gap (spin up / spin down) comes out at 0.185 / 0.225 Ha.


Entry 2:
Below is a 2-piece molecular cluster, C9H14 overall at a distorted geometry, with properties calculated with ωB97M-V/def2-TZVPD.

Positions of all 23 atoms, in Å:
1 C -0.758 1.119 -2.261
2 C 0.179 1.309 -1.114
3 C 1.194 0.424 -0.743
4 C 2.076 0.684 0.260
5 C 1.949 1.902 0.972
6 C 0.922 2.768 0.689
7 C 0.108 2.527 -0.440
8 H -0.486 0.191 -2.765
9 H -0.816 1.960 -2.945
10 H -1.770 0.925 -1.891
11 H 1.136 -0.573 -1.178
12 H 2.902 0.067 0.571
13 H 2.681 2.114 1.741
14 H 0.752 3.671 1.257
15 H -0.558 3.302 -0.784
16 C -0.483 -2.583 1.207
17 C -1.918 -2.955 0.895
18 H -0.195 -1.536 1.110
19 H -0.226 -2.827 2.240
20 H 0.273 -3.129 0.638
21 H -2.000 -3.683 0.086
22 H -2.568 -2.090 0.799
23 H -2.394 -3.586 1.658

The strongest force on any atom is 2.3 eV/A. The calculation puts the relative energy (zero: lowest compared OMol25 entry of this formula, charge and spin) at 14.0 kcal/mol. The SMILES is Cc1ccccc1.CC. The molar mass comes out at 122.21 g mol⁻¹. The frontier orbital gap comes out at 0.367 Ha.


Entry 3:
Below is a 9-piece molecular cluster, C23H64O23S7 overall at a distorted geometry, with properties calculated with ωB97M-V/def2-TZVPD.

Positions of all 117 atoms, in Å:
1 C 2.308 -2.382 -3.074
2 C 1.615 -1.144 -2.523
3 O 2.682 -0.325 -1.839
4 S 2.516 1.232 -1.629
5 C 2.930 1.836 -3.240
6 O 1.138 1.496 -1.336
7 O 3.560 1.596 -0.767
8 H 1.742 -2.827 -3.888
9 H 2.448 -3.147 -2.302
10 H 3.337 -2.164 -3.368
11 H 1.205 -0.537 -3.343
12 H 0.848 -1.402 -1.791
13 H 2.043 1.770 -3.873
14 H 3.709 1.197 -3.641
15 H 3.250 2.870 -3.203
16 C -1.572 -6.009 -5.327
17 C -0.537 -4.996 -4.982
18 O -1.006 -3.917 -4.145
19 S -1.230 -4.118 -2.607
20 C -2.729 -5.045 -2.514
21 O -0.175 -4.906 -2.118
22 O -1.502 -2.832 -2.060
23 H -2.018 -6.550 -4.497
24 H -1.100 -6.778 -5.938
25 H -2.382 -5.506 -5.856
26 H 0.329 -5.433 -4.491
27 H -0.270 -4.461 -5.885
28 H -3.435 -4.634 -3.234
29 H -3.170 -4.903 -1.529
30 H -2.591 -6.094 -2.731
31 C -0.134 6.089 0.578
32 C -1.560 5.805 0.948
33 O -1.747 4.552 1.609
34 S -1.443 4.584 3.166
35 C -0.922 2.888 3.321
36 O -0.347 5.429 3.488
37 O -2.640 4.768 3.914
38 H 0.448 6.180 1.503
39 H -0.022 7.077 0.137
40 H 0.314 5.276 0.011
41 H -1.934 6.621 1.567
42 H -2.177 5.719 0.059
43 H -0.622 2.687 4.337
44 H -0.172 2.705 2.562
45 H -1.835 2.385 3.004
46 C -4.219 1.582 -5.812
47 C -2.784 1.077 -5.759
48 O -2.446 0.832 -4.375
49 S -1.304 1.802 -3.768
50 C -1.718 1.462 -2.066
51 O -0.053 1.222 -4.145
52 O -1.557 3.155 -4.112
53 H -4.920 0.784 -5.558
54 H -4.581 2.006 -6.756
55 H -4.415 2.395 -5.107
56 H -2.746 0.127 -6.318
57 H -2.039 1.676 -6.291
58 H -1.938 0.405 -2.061
59 H -2.630 2.042 -1.948
60 H -0.882 1.852 -1.506
61 C -3.405 -0.421 0.982
62 C -4.742 -0.395 0.286
63 O -4.537 0.498 -0.855
64 S -5.742 0.695 -1.887
65 C -5.550 -0.735 -2.940
66 O -6.963 0.654 -1.164
67 O -5.335 1.787 -2.678
68 H -3.491 -0.922 1.946
69 H -3.142 0.620 1.171
70 H -2.656 -0.876 0.344
71 H -5.233 -1.350 0.025
72 H -5.543 0.022 0.919
73 H -4.745 -0.505 -3.625
74 H -6.469 -0.886 -3.496
75 H -5.365 -1.521 -2.215
76 C 2.541 1.715 2.942
77 C 2.727 3.199 3.225
78 O 3.587 3.740 2.200
79 S 4.728 4.734 2.656
80 C 5.844 3.638 3.461
81 O 5.308 5.212 1.447
82 O 4.198 5.632 3.625
83 H 2.089 1.575 1.960
84 H 1.858 1.334 3.707
85 H 3.494 1.196 2.992
86 H 1.847 3.836 3.303
87 H 3.200 3.223 4.221
88 H 6.728 4.211 3.743
89 H 6.186 2.883 2.759
90 H 5.383 3.235 4.355
91 C 0.335 -1.263 5.034
92 C 0.987 -2.556 5.468
93 O 2.232 -2.180 6.124
94 S 3.142 -3.336 6.750
95 C 3.548 -4.243 5.280
96 O 4.300 -2.676 7.193
97 O 2.349 -4.120 7.616
98 H 1.022 -0.865 4.268
99 H 0.327 -0.512 5.813
100 H -0.583 -1.433 4.477
101 H 0.317 -3.032 6.203
102 H 1.101 -3.229 4.611
103 H 2.790 -4.933 4.927
104 H 4.364 -4.871 5.650
105 H 3.917 -3.608 4.487
106 C 3.746 -2.645 1.676
107 O 3.974 -4.062 1.671
108 H 3.328 -2.369 2.669
109 H 4.580 -1.944 1.605
110 H 2.954 -2.471 0.953
111 H 4.896 -4.232 1.891
112 C 0.062 -0.786 1.010
113 O -0.203 0.611 0.889
114 H 1.139 -0.937 0.885
115 H -0.261 -1.094 2.004
116 H -0.532 -1.331 0.269
117 H 0.451 1.020 0.279

The strongest force on any atom is 2.5 eV/A. The calculation puts the relative energy (zero: lowest compared OMol25 entry of this formula, charge and spin) at 0.0 kcal/mol. The SMILES is CCOS(C)(=O)=O.CCOS(C)(=O)=O.CCOS(C)(=O)=O.CCOS(C)(=O)=O.CCOS(C)(=O)=O.CCOS(C)(=O)=O.CCOS(C)(=O)=O.CO.CO. The molar mass comes out at 933.21 g mol⁻¹. The frontier orbital gap comes out at 0.373 Ha.


Entry 4:
Below is C14H17N3O5S3 in the gas phase at a distorted geometry, with properties calculated with ωB97M-V/def2-TZVPD.

Positions of all 42 atoms, in Å:
1 C -2.785 2.528 0.122
2 N -2.058 1.643 -0.682
3 C -1.808 0.232 -0.269
4 C -0.643 0.080 0.819
5 N 0.601 0.764 0.334
6 C 1.533 1.091 1.272
7 C 2.586 2.006 0.860
8 C 3.633 2.353 1.790
9 C 3.688 1.480 2.921
10 C 2.576 0.842 3.459
11 O 2.574 0.427 4.803
12 C 2.568 -0.997 4.884
13 C 1.503 0.576 2.635
14 S 1.263 -0.033 -1.129
15 O 2.074 0.847 -1.963
16 O 1.882 -1.261 -0.758
17 C -0.118 -0.650 -2.039
18 S 0.069 -1.650 -3.418
19 C -1.554 -2.269 -3.114
20 S -2.279 -3.307 -4.492
21 N -2.789 -1.918 -5.487
22 O -3.457 -4.074 -4.082
23 O -1.362 -3.965 -5.468
24 C -2.310 -1.574 -2.191
25 C -1.416 -0.536 -1.525
26 H -2.293 2.773 1.180
27 H -3.616 1.925 0.370
28 H -3.060 3.462 -0.385
29 H -1.182 2.088 -0.906
30 H -2.695 -0.197 0.186
31 H -0.968 0.590 1.757
32 H -0.513 -0.892 1.186
33 H 2.788 2.351 -0.118
34 H 4.316 3.258 1.710
35 H 4.554 1.669 3.558
36 H 2.842 -1.301 5.929
37 H 3.403 -1.351 4.301
38 H 1.691 -1.561 4.591
39 H 0.657 0.063 3.064
40 H -2.809 -2.210 -6.422
41 H -3.713 -1.626 -5.212
42 H -3.372 -1.677 -2.071

The strongest force on any atom is 4.2 eV/A. The calculation puts the relative energy (zero: lowest compared OMol25 entry of this formula, charge and spin) at 52.4 kcal/mol. The SMILES is CN[C@@H]1CN(c2cccc(OC)c2)S(=O)(=O)c2sc(S(N)(=O)=O)cc21. The molar mass comes out at 403.51 g mol⁻¹. The frontier orbital gap comes out at 0.299 Ha.


Entry 5:
Below is a 2-piece molecular cluster, C2H8N2O overall at a distorted geometry, with properties calculated with ωB97M-V/def2-TZVPD.

Positions of all 13 atoms, in Å:
1 C 1.147 1.303 3.202
2 H 0.362 0.529 3.073
3 H 1.674 1.046 4.134
4 H 0.686 2.320 3.377
5 H 1.757 1.252 2.314
6 N -1.458 -1.016 -1.449
7 C -0.247 -0.380 -1.046
8 N -0.251 0.108 0.215
9 O 0.690 -0.304 -1.819
10 H -1.841 -0.299 -2.065
11 H -1.158 -1.782 -2.110
12 H -1.053 -0.055 0.850
13 H 0.617 0.236 0.671

Its expectation value of S² is 0.760. Its charge is +1. The strongest force on any atom is 5.5 eV/A. Its spin multiplicity is 2. The calculation puts the relative energy (zero: lowest compared OMol25 entry of this formula, charge and spin) at 43.4 kcal/mol. The molar mass comes out at 76.10 g mol⁻¹. The frontier orbital gap (spin up / spin down) comes out at 0.439 / 0.238 Ha.


Entry 6:
Below is a 2-piece molecular cluster, C4H10O2S2 overall at a distorted geometry, with properties calculated with ωB97M-V/def2-TZVPD.

Positions of all 18 atoms, in Å:
1 C 2.119 -0.346 0.515
2 C 1.438 -1.377 -0.368
3 O 0.240 -1.764 0.309
4 C -0.863 -1.617 -0.230
5 S -1.154 -0.955 -1.702
6 H 1.569 0.639 0.343
7 H 1.890 -0.702 1.599
8 H 3.190 -0.312 0.258
9 H 1.904 -2.313 -0.407
10 H 1.319 -0.895 -1.238
11 H -1.732 -1.922 0.561
12 O -0.811 1.448 1.221
13 C -0.971 2.049 -0.006
14 S -2.840 2.062 -0.247
15 H -1.273 0.632 1.136
16 H -0.647 3.030 0.157
17 H -0.533 1.370 -0.814
18 H -2.846 0.975 -1.087

The strongest force on any atom is 5.4 eV/A. The calculation puts the relative energy (zero: lowest compared OMol25 entry of this formula, charge and spin) at 69.1 kcal/mol. The SMILES is CCOC=S.OCS. The molar mass comes out at 154.26 g mol⁻¹. The frontier orbital gap comes out at 0.343 Ha.


Entry 7:
Below is C4H6S in the gas phase at a distorted geometry, with properties calculated with ωB97M-V/def2-TZVPD.

Positions of all 11 atoms, in Å:
1 C -0.222 -1.375 0.161
2 C 0.958 -0.918 -0.260
3 C 1.085 0.478 0.002
4 C -0.097 1.080 0.130
5 S -0.197 2.755 0.657
6 H -0.658 -2.293 -0.310
7 H -0.799 -0.701 0.762
8 H 1.647 -1.232 -0.994
9 H 1.955 1.111 0.186
10 H -0.900 0.915 -0.574
11 H -1.240 2.891 -0.241

The strongest force on any atom is 3.3 eV/A. The calculation puts the relative energy (zero: lowest compared OMol25 entry of this formula, charge and spin) at 50.3 kcal/mol. The SMILES is C=C/C=C/S. The molar mass comes out at 86.16 g mol⁻¹. The frontier orbital gap comes out at 0.330 Ha.


Entry 8:
Below is C41H50CuF3N5OS as an isolated structure at a distorted geometry, with properties calculated with ωB97M-V/def2-TZVPD.

Positions of all 102 atoms, in Å:
1 Cu 1.330 -0.566 -0.227
2 N 2.844 -1.977 -4.121
3 N 2.787 -3.211 -4.796
4 C 1.623 -3.410 -5.468
5 N 1.672 -4.270 -6.490
6 S 0.120 -2.740 -4.928
7 H 2.915 -2.094 -3.089
8 H 1.940 -1.570 -4.365
9 H 3.503 -3.914 -4.762
10 H 2.552 -4.650 -6.799
11 H 0.796 -4.630 -6.861
12 C 3.413 -2.696 4.133
13 C 2.251 -1.771 3.730
14 C 1.721 -0.747 4.770
15 C 1.056 -2.495 3.143
16 C 0.030 -2.882 4.040
17 C -1.142 -3.370 3.550
18 C -1.296 -3.487 2.152
19 C -0.401 -2.952 1.221
20 C -0.734 -2.874 -0.238
21 C -0.418 -4.217 -0.934
22 C -2.204 -2.401 -0.392
23 C 0.875 -2.572 1.727
24 N 1.815 -2.078 0.798
25 C 3.095 -2.408 0.716
26 C 3.982 -1.739 -0.117
27 C 5.331 -2.136 -0.437
28 C 5.903 -1.033 -1.008
29 C 4.833 -0.102 -1.206
30 N 3.704 -0.488 -0.580
31 C 4.933 1.234 -1.925
32 C 3.600 1.963 -1.748
33 C 5.380 0.905 -3.363
34 C 6.071 2.039 -1.264
35 H 3.701 -3.335 3.325
36 H 3.172 -3.207 5.104
37 H 4.295 -2.052 4.284
38 H 2.655 -0.991 2.974
39 H 1.572 -1.232 5.740
40 H 0.867 -0.163 4.301
41 H 2.431 0.023 4.982
42 H 0.173 -2.854 5.133
43 H -1.962 -3.685 4.194
44 H -2.309 -3.826 1.830
45 H -0.163 -2.062 -0.606
46 H -0.992 -5.083 -0.555
47 H 0.626 -4.523 -0.751
48 H -0.537 -4.130 -1.974
49 H -2.851 -3.210 -0.032
50 H -2.517 -2.137 -1.409
51 H -2.376 -1.617 0.369
52 H 3.567 -3.207 1.354
53 H 5.803 -3.026 -0.044
54 H 6.930 -0.937 -1.373
55 H 2.878 1.357 -2.314
56 H 3.664 2.986 -2.157
57 H 3.353 2.025 -0.704
58 H 4.683 0.150 -3.774
59 H 6.352 0.339 -3.291
60 H 5.411 1.768 -4.099
61 H 5.939 2.353 -0.221
62 H 6.494 2.920 -1.805
63 H 6.890 1.287 -1.166
64 F 1.330 7.979 -3.169
65 C 0.213 7.537 -2.535
66 F 0.133 8.323 -1.385
67 F -0.861 7.882 -3.339
68 C 0.259 6.104 -2.135
69 C 0.810 5.727 -0.921
70 C 0.582 4.459 -0.391
71 C -0.023 3.477 -1.260
72 C -0.617 3.886 -2.456
73 C -0.420 5.170 -2.883
74 C 0.111 2.156 -0.888
75 C 0.420 1.012 -0.518
76 H 1.323 6.500 -0.356
77 H 0.873 4.218 0.622
78 H -1.243 3.243 -3.032
79 H -1.061 5.403 -3.748
80 C -8.885 1.583 0.292
81 C -7.650 1.389 1.165
82 C -7.736 0.994 2.518
83 C -6.591 0.669 3.235
84 C -6.637 0.233 4.659
85 C -5.339 0.678 2.592
86 C -4.225 -0.060 3.163
87 O -3.297 -0.488 2.526
88 C -5.210 1.316 1.302
89 C -3.918 1.569 0.633
90 C -6.351 1.549 0.615
91 H -8.662 2.287 -0.515
92 H -9.683 1.968 0.921
93 H -9.212 0.625 -0.265
94 H -8.670 0.944 3.035
95 H -7.661 0.326 5.046
96 H -6.008 0.874 5.269
97 H -6.330 -0.827 4.875
98 H -4.310 -0.112 4.237
99 H -3.194 0.906 1.130
100 H -3.598 2.620 0.638
101 H -4.053 1.296 -0.436
102 H -6.237 1.990 -0.420

Its expectation value of S² is 0.760. The strongest force on any atom is 4.2 eV/A. Its spin multiplicity is 2. The calculation puts the relative energy (zero: lowest compared OMol25 entry of this formula, charge and spin) at 0.0 kcal/mol. The molar mass comes out at 781.49 g mol⁻¹. The frontier orbital gap (spin up / spin down) comes out at 0.280 / 0.186 Ha.


| no. | DFT total energy (Eh) |
| --- | --- |
| 1 | -3875.3914 |
| 2 | -351.3079 |
| 3 | -5432.4066 |
| 4 | -2278.5151 |
| 5 | -265.4024 |
| 6 | -1105.1708 |
| 7 | -554.0921 |
| 8 | -4279.4069 |